# 1
{
  "formula": "C4H8N2OS",
  "method": "ωB97M-V/def2-TZVPD",
  "fmax_ev_per_a": 1.4,
  "orbital_gap_ev": 10.0,
  "homo_energy_ev": -9.33,
  "spin_multiplicity": 1,
  "e_tot_ha": -740.09745,
  "symbols": ["C", "C", "C", "C", "H", "H", "H", "H", "H", "H", "H", "H", "N", "N", "O", "S"],
  "positions_angstrom": [[1.3656, -0.6007, 0.8715], [-0.0538, -0.8938, 0.3379], [-0.2399, 2.4962, -0.1334], [-0.0104, -1.6432, -1.0005], [1.4051, -0.4189, 1.9487], [2.0294, -1.4240, 0.5894], [1.7386, 0.2794, 0.3687], [-0.6403, -1.5393, 1.0135], [-1.2207, 0.6072, 1.0404], [0.3773, 3.2230, -0.6106], [-1.0432, 2.8690, 0.5154], [-2.1687, -0.7413, -1.2017], [-0.8518, 0.3252, 0.1301], [-0.1405, 1.2862, -0.5094], [0.9654, -2.2447, -1.3560], [-1.5120, -1.5802, -2.0042]],
  "forces_ev_per_a": [[-0.24, -0.60, -0.27], [0.07, 0.32, -0.22], [-1.07, -0.40, -0.43], [0.23, 0.04, -0.20], [-0.20, -0.16, -0.11], [-0.14, 0.08, 0.30], [0.12, 0.20, -0.12], [0.22, 0.24, -0.13], [-0.02, 0.34, -0.24], [0.28, 0.36, -0.43], [0.36, -0.27, 0.36], [-0.02, 0.08, 0.04], [-0.58, -0.34, 1.23], [0.90, 0.66, 0.41], [-0.45, -0.06, -0.15], [0.53, -0.48, -0.03]]
}



# 2
{
  "formula": "C4H8N2OS",
  "method": "ωB97M-V/def2-TZVPD",
  "fmax_ev_per_a": 6.4,
  "orbital_gap_ev": 9.6,
  "homo_energy_ev": -8.93,
  "spin_multiplicity": 1,
  "e_tot_ha": -740.04215,
  "symbols": ["C", "C", "C", "C", "H", "H", "H", "H", "H", "H", "H", "H", "N", "N", "O", "S"],
  "positions_angstrom": [[-0.6093, 0.9428, 0.4868], [-1.0716, -0.4931, 0.9275], [0.8455, -0.9025, -0.4197], [0.8429, 0.5619, 0.2063], [-1.3477, 0.2036, -1.1236], [-1.0230, 1.6582, 1.2938], [-0.6906, -0.9329, 1.8099], [-2.1646, -0.7811, 1.0122], [-0.6505, -2.4601, -0.2733], [2.6488, -0.3530, -0.7477], [1.4612, 0.4353, 1.2018], [0.2534, 1.8853, -1.6943], [-0.3441, -1.4210, -0.0826], [1.9382, -1.3021, -1.0108], [-1.4470, 0.9781, -0.6900], [1.3583, 1.9807, -0.8965]],
  "forces_ev_per_a": [[-3.23, -4.15, 1.60], [-0.32, -2.70, -0.14], [2.69, 2.26, 0.04], [0.16, 1.26, 0.60], [0.56, -4.06, -2.19], [1.41, -0.61, -1.75], [0.65, 0.55, 1.75], [1.05, 0.96, -0.82], [1.04, 3.03, 0.65], [-2.28, -3.62, -1.66], [-1.08, 0.88, -2.00], [0.53, -0.01, 0.47], [-2.32, -2.11, -0.67], [0.46, 3.07, 1.99], [0.09, 6.06, 1.98], [0.60, -0.82, 0.14]]
}



# 3
{
  "formula": "C4H8N2OS",
  "method": "ωB97M-V/def2-TZVPD",
  "fmax_ev_per_a": 1.2,
  "orbital_gap_ev": 9.2,
  "homo_energy_ev": -8.72,
  "spin_multiplicity": 1,
  "e_tot_ha": -740.09596,
  "symbols": ["C", "C", "C", "C", "H", "H", "H", "H", "H", "H", "H", "H", "N", "N", "O", "S"],
  "positions_angstrom": [[2.0840, -0.9366, 0.1659], [0.7402, -0.3290, -0.0663], [0.5525, 1.1213, 0.3761], [-2.2733, -0.3540, 0.2235], [2.1024, -1.9798, -0.1502], [2.8513, -0.3275, -0.3635], [2.3541, -0.8934, 1.2441], [1.5126, 1.5237, 0.6532], [-0.0803, 1.1771, 1.2878], [-0.8678, 1.7018, -0.8080], [-1.8326, -0.6424, -1.7379], [-1.7899, -0.4821, 1.1837], [-0.1274, -1.0593, -0.6566], [-1.4142, -0.4727, -0.8005], [0.0539, 1.9683, -0.6328], [-3.8655, -0.0153, 0.0814]],
  "forces_ev_per_a": [[0.59, 0.32, 0.37], [-0.22, -0.04, -0.07], [-0.65, -0.07, 0.32], [-0.13, 0.07, -0.16], [0.06, 0.19, -0.09], [-0.42, -0.49, 0.24], [-0.23, 0.03, -0.56], [0.41, 0.07, 0.08], [0.28, -0.16, -0.33], [0.50, 0.20, -0.01], [0.46, 0.21, 1.07], [0.07, -0.04, 0.23], [-0.01, 0.28, 0.18], [-0.24, -0.33, -1.16], [-0.55, -0.23, -0.13], [0.09, -0.01, 0.02]]
}



# 4
{
  "formula": "C4H8N2OS",
  "method": "ωB97M-V/def2-TZVPD",
  "fmax_ev_per_a": 4.7,
  "orbital_gap_ev": 8.3,
  "homo_energy_ev": -8.03,
  "spin_multiplicity": 1,
  "e_tot_ha": -739.98361,
  "symbols": ["C", "C", "C", "C", "H", "H", "H", "H", "H", "H", "H", "H", "N", "N", "O", "S"],
  "positions_angstrom": [[-2.4850, -1.0413, 0.1213], [0.2891, 1.2218, 0.3078], [1.7303, 0.9695, -0.0911], [2.3998, -0.4133, 0.0467], [-2.2789, -2.0744, -0.4313], [-3.5115, -0.9844, -0.0367], [-2.1689, -1.2150, 1.1871], [-2.5266, 1.0162, 0.0208], [-0.2628, 2.2673, 0.5367], [2.6352, 1.7713, 0.3411], [1.7896, 1.0912, -1.1753], [0.7636, -1.0728, -0.4567], [-1.7914, 0.1272, -0.3123], [-0.4223, 0.1598, -0.1279], [1.6990, -1.4699, 0.0858], [4.1405, -0.3534, -0.0160]],
  "forces_ev_per_a": [[2.75, -3.71, 0.83], [-3.14, -1.85, -1.97], [3.16, 2.73, 1.24], [4.17, 2.22, 0.33], [0.39, 2.29, 0.71], [-1.79, 0.78, 0.16], [-0.97, -0.24, -0.68], [3.59, -2.59, -0.98], [1.59, -2.46, -0.33], [-3.11, -2.30, -1.14], [-0.04, 0.48, -0.07], [1.69, -1.42, 2.58], [-2.05, 3.68, 0.13], [0.10, 2.68, 1.27], [-3.56, 0.26, -2.41], [-2.77, -0.55, 0.34]]
}



# 5
{
  "formula": "C4H8N2OS",
  "method": "ωB97M-V/def2-TZVPD",
  "fmax_ev_per_a": 9.0,
  "orbital_gap_ev": 9.0,
  "homo_energy_ev": -9.27,
  "spin_multiplicity": 1,
  "e_tot_ha": -740.03606,
  "symbols": ["C", "C", "C", "C", "N", "N", "O", "S", "H", "H", "H", "H", "H", "H", "H", "H"],
  "positions_angstrom": [[-1.0564, -0.3267, 0.6233], [0.9220, 0.7206, -0.2611], [-1.8173, -1.1015, 1.6137], [2.3472, 0.2151, -0.6960], [0.4160, -0.0870, 0.8310], [0.0033, 0.6958, -1.4551], [-2.5090, 1.2137, -0.8154], [-1.5594, 0.1789, -1.0944], [0.8800, 1.8631, -0.1722], [-2.2990, -0.4682, 2.3355], [-1.1594, -1.6637, 2.3314], [-2.5335, -1.7401, 1.1817], [2.9350, 0.1735, 0.1476], [2.7540, 0.9650, -1.2942], [2.2772, -0.6724, -1.2035], [0.3994, 0.0339, -2.0723]],
  "forces_ev_per_a": [[8.97, 0.63, 0.00], [-0.02, 1.12, -1.34], [1.36, 0.01, 1.52], [-3.00, 2.48, 0.84], [-7.85, -0.10, -0.86], [-0.32, -0.24, 1.23], [-1.25, 2.12, 0.06], [1.08, -2.17, 0.60], [0.77, -1.52, 1.45], [-0.69, 0.77, -0.02], [-0.16, 0.26, -1.19], [-0.91, -0.79, -0.57], [1.30, -0.51, 1.94], [0.77, 1.13, -1.35], [-0.09, -2.36, -1.09], [0.04, -0.84, -1.23]]
}



# 6
{
  "formula": "C4H8N2OS",
  "method": "ωB97M-V/def2-TZVPD",
  "fmax_ev_per_a": 4.0,
  "orbital_gap_ev": 9.5,
  "homo_energy_ev": -8.73,
  "spin_multiplicity": 1,
  "e_tot_ha": -740.07596,
  "symbols": ["C", "C", "C", "C", "N", "N", "O", "S", "H", "H", "H", "H", "H", "H", "H", "H"],
  "positions_angstrom": [[-0.3674, -0.5961, 0.0858], [1.6350, -1.5791, -0.2210], [-1.8185, -0.5450, 0.2011], [-0.3502, 1.8719, -0.2481], [0.3003, -1.6795, 0.0332], [0.3029, 0.5982, -0.0907], [2.6066, 0.5956, 0.9780], [2.0635, 0.3877, -0.3784], [2.2969, -1.8755, 0.5667], [1.8080, -2.1856, -1.1141], [-2.3435, -1.3535, -0.2351], [-2.1728, 0.5056, -0.1281], [-2.1929, -0.5633, 1.2710], [-1.0675, 2.0091, 0.4944], [0.3335, 2.6676, -0.0926], [-1.0338, 1.7419, -1.1223]],
  "forces_ev_per_a": [[1.26, -0.24, -0.44], [0.89, 1.10, -1.78], [-1.98, 2.79, 2.00], [-0.90, -1.68, -1.31], [-2.30, -0.32, 0.95], [1.87, -0.59, -0.52], [0.91, 0.47, -0.36], [-2.30, -1.52, 1.91], [0.45, 0.06, 0.64], [0.66, 0.42, -0.21], [-0.23, -0.63, -0.92], [0.10, -2.22, 0.08], [0.82, -0.01, -0.84], [-0.99, 0.17, 1.89], [0.62, 0.82, -0.87], [1.12, 1.37, -0.24]]
}